Entry 1:
The following is a quantum chemistry calculation of C5H8N2 as an isolated structure, from OMol25.

Structure (XYZ):
```
15
Properties=species:S:1:pos:R:3:forces:R:3
C 0.9834 0.1478 -0.7496 0.1522 0.1912 0.0922
C -0.0604 0.3430 0.3318 0.1896 0.0253 0.1140
C 0.2970 0.6952 1.7505 -0.0135 -0.0074 0.0247
N -1.3385 0.7975 -0.1746 0.0056 0.1469 -0.1812
C -1.1284 -0.6387 -0.0583 -0.0786 -0.3162 0.0335
C -0.4417 -1.2272 -1.2248 -0.1797 -0.4116 -0.3612
N -0.2043 -2.0225 -2.1088 -0.2391 0.3409 0.5198
H 0.6821 -1.1060 -1.8247 0.2470 0.1058 -0.0690
H 1.9014 -0.3106 -0.3621 -0.1244 0.0468 -0.0657
H 1.2203 1.0576 -1.3114 -0.0366 -0.1086 0.0710
H 0.7973 1.6692 1.7735 -0.0667 -0.1236 -0.0031
H -0.5987 0.7547 2.3755 0.1173 -0.0270 -0.1034
H 0.9817 -0.0476 2.1728 -0.0945 0.1000 -0.0679
H -1.2822 1.1171 -1.1395 0.0039 -0.0529 0.0911
H -1.8089 -1.2296 0.5495 0.1176 0.0905 -0.0950
```
Positions in Å, forces in eV/Å.

Values from the calculation:
Gap between HOMO and LUMO: 9.1724 eV
Total charge: 0
Relative energy (zero: lowest compared OMol25 entry of this formula, charge and spin): 546.3 kJ/mol
LUMO: 0.912 eV
DFT total energy: -8289.335 eV

***

Entry 2:
The following is a quantum chemistry calculation of an isolated ion of composition C5H13NO and charge +1, from OMol25.

Structure (XYZ):
```
20
Properties=species:S:1:pos:R:3:forces:R:3
C 1.8117 -2.0087 0.9563 1.4090 0.7474 -0.6210
C 1.4397 -0.5450 0.9952 -1.9544 0.8505 2.2906
N 0.3247 -0.1440 0.1079 1.8637 0.4269 -0.3651
C 0.6529 -0.0931 -1.3125 -0.0656 -0.1386 0.5886
C -0.6108 0.8038 0.6654 -0.8574 0.9270 -0.5304
C -1.4780 1.5115 -0.3726 -0.0779 0.2510 0.2225
O -2.3336 0.6023 -1.0440 0.4687 -0.1128 -0.0540
H 2.1244 -2.3449 1.9359 -0.0146 -0.0106 0.1545
H 0.9963 -2.5786 0.6147 -1.1812 -0.8296 -0.1531
H 2.6236 -2.2007 0.2545 0.0913 0.0332 0.0824
H 0.9844 -0.2628 1.9614 0.1308 -0.8744 0.1700
H 2.2165 0.2292 1.0648 0.3215 -0.2518 -1.2336
H 1.3971 -0.8394 -1.5659 0.0237 -0.0959 0.1263
H 1.0913 0.9057 -1.4141 0.0493 0.0592 -0.3607
H -0.2254 -0.1825 -1.9255 -0.3272 0.1050 -0.2993
H -0.0471 1.5027 1.2907 0.2196 0.1388 -0.1367
H -1.3333 0.3958 1.3648 0.1801 -0.9656 0.3044
H -2.1030 2.2480 0.1371 0.0535 -0.1097 0.2601
H -0.8752 2.1164 -1.0562 -0.0046 -0.3538 -0.3276
H -2.1641 -0.2970 -0.7311 -0.3284 0.2039 -0.1178
```
Positions in Å, forces in eV/Å.

Values from the calculation:
Gap between HOMO and LUMO (spin up / spin down): 11.9088 / 7.4428 eV
2S+1: 2
Total charge: +1
Relative energy (zero: lowest compared OMol25 entry of this formula, charge and spin): 141.8 kJ/mol
LUMO (spin up / spin down): -2.911 / -7.371 eV
DFT total energy: -8924.282 eV